## a
CH5NS | ωB97M-V/def2-TZVPD

Computed properties:
**E_HOMO**: -8.97 eV
**SMILES**: C=N.S

Last column: Mulliken charge in e.
Positions of all 8 atoms, in Å:
1 C -1.38842 0.05017 -0.90266  -0.28
2 N -0.17055 0.16427 -0.60549  -0.44
3 H -1.95170 -0.80332 -0.54043  0.24
4 H -1.92853 0.73613 -1.55454  0.23
5 H 0.25790 1.00427 -0.98556  0.19
6 H 0.99483 -0.40684 0.76946  0.27
7 S 1.78891 -0.94919 1.75883  -0.33
8 H 2.39755 0.20452 2.06038  0.12

## b
CH5NS | ωB97M-V/def2-TZVPD

Computed properties:
**E_HOMO**: -9.32 eV
**SMILES**: C=N.S

Last column: Mulliken charge in e.
Positions of all 8 atoms, in Å:
1 S -2.77967 -0.13514 0.29132  -0.28
2 H -2.83317 0.17179 -1.00943  0.13
3 C 1.46888 -0.00497 -0.29601  -0.21
4 N 0.83133 -0.19297 0.78075  -0.45
5 H 2.36354 0.60850 -0.41345  0.22
6 H 1.10811 -0.46333 -1.21649  0.24
7 H -1.44426 -0.27578 0.30909  0.13
8 H 1.28525 0.29190 1.55424  0.22

## c
CH5NS | ωB97M-V/def2-TZVPD

Computed properties:
**E_HOMO**: -9.10 eV
**SMILES**: C=S.N

Last column: Mulliken charge in e.
Positions of all 8 atoms, in Å:
1 C -1.79084 1.15848 -0.29324  -0.40
2 N 1.83423 -1.26160 -0.00945  -0.66
3 S -1.21657 0.61498 1.13612  -0.18
4 H 1.92542 -0.33035 -0.33794  0.23
5 H -2.58978 0.74480 -0.69069  0.30
6 H -1.23597 1.92064 -0.74480  0.27
7 H 2.20172 -1.31577 0.93313  0.23
8 H 0.87178 -1.53119 0.00687  0.21

Which structure loses on stability? c does.

## a
C2H4FNO2 | ωB97M-V/def2-TZVPD

Computed properties:
**E_HOMO**: -11.32 eV

Last column: Mulliken charge in e.
Positions of all 10 atoms, in Å:
1 C -0.13916 -0.34990 1.08980  -1.10
2 C 0.48448 0.20934 -0.08749  0.34
3 N -0.41375 0.25789 -1.29553  0.87
4 O -1.61075 0.29221 -1.14141  -0.54
5 O 0.13527 0.37297 -2.37024  -0.52
6 F 1.57654 -0.57181 -0.53963  -0.28
7 H 0.50723 -1.08267 1.73982  0.32
8 H -0.91076 -1.12286 0.88447  0.32
9 H -0.47572 0.40562 1.70515  0.30
10 H 0.84661 1.58921 0.01506  0.30

## b
C2H4FNO2 | ωB97M-V/def2-TZVPD

Computed properties:
**E_HOMO**: -7.50 eV

Last column: Mulliken charge in e.
Positions of all 10 atoms, in Å:
1 C 1.67548 0.60116 0.43875  0.87
2 C -0.48886 0.54725 -0.23267  -0.57
3 N -0.70238 -0.89268 -0.01291  -0.27
4 O 2.02508 1.58061 -0.10369  -0.38
5 O 1.58773 -0.44811 1.05107  -0.64
6 F -0.87070 0.98570 -1.49165  -0.30
7 H -1.14170 1.15297 0.44515  0.21
8 H -1.69000 -1.07691 0.11779  0.32
9 H -0.46754 -1.45542 -0.89211  0.33
10 H 0.07290 -0.99456 0.68026  0.44

Which structure loses on stability? a does.

## a
C6H12O4 | ωB97M-V/def2-TZVPD

Computed properties:
**E_HOMO**: -10.54 eV
**SMILES**: CCOC=O.CCOC=O

Last column: Mulliken charge in e.
Positions of all 22 atoms, in Å:
1 O 2.52951 -1.00587 1.59498  -0.50
2 O 0.86834 -1.58487 2.98501  -0.25
3 C 2.12293 -1.43061 2.66962  0.12
4 C -1.44909 -1.36191 2.71255  -1.12
5 C -0.07254 -0.92434 2.18477  0.04
6 H 2.72202 -2.12081 3.29603  0.34
7 H -2.24387 -1.37535 1.94785  0.32
8 H -1.71013 -0.61202 3.47814  0.27
9 H -1.40572 -2.35414 3.19236  0.32
10 H 0.02461 -1.21569 1.12123  0.15
11 H -0.00896 0.17952 2.23850  0.29
12 O -0.00485 1.62239 0.01385  -0.60
13 O 0.75691 0.78751 -2.07845  -0.29
14 C 0.62939 0.80269 -0.71665  0.34
15 C -0.85415 1.13198 -3.87406  -1.08
16 C -0.04840 1.75744 -2.74363  -0.16
17 H 1.32916 0.06410 -0.27794  0.34
18 H -1.59221 0.44546 -3.42621  0.29
19 H -0.15638 0.54327 -4.49306  0.27
20 H -1.38688 1.84486 -4.52568  0.33
21 H 0.65148 2.46318 -3.23102  0.26
22 H -0.70116 2.34329 -2.06824  0.31

## b
C6H12O4 | ωB97M-V/def2-TZVPD

Computed properties:
**E_HOMO**: -10.29 eV
**SMILES**: O=CCCCOCC=O.O

Last column: Mulliken charge in e.
Positions of all 22 atoms, in Å:
1 O -4.05047 0.15041 -3.13160  -0.47
2 C -2.86650 0.01389 -2.93947  -0.05
3 C -2.19633 0.39811 -1.64645  -0.33
4 O -0.84364 0.05800 -1.71010  -0.26
5 C -0.11660 0.43539 -0.56516  -0.45
6 C 1.33379 0.02499 -0.73215  -0.56
7 C 1.82956 -0.27516 1.61813  0.10
8 C 2.27559 0.50273 0.42608  -0.48
9 O 1.57333 0.19568 2.70636  -0.58
10 H -2.17898 -0.31192 -3.75276  0.34
11 H -2.34005 1.48590 -1.49547  0.29
12 H -2.71133 -0.11744 -0.81350  0.30
13 H -0.19031 1.52859 -0.41503  0.31
14 H -0.56092 -0.04590 0.32749  0.30
15 H 1.40152 -1.06403 -0.87397  0.31
16 H 1.72357 0.46044 -1.66288  0.31
17 H 2.39132 -1.26402 1.51443  0.24
18 H 3.30163 0.19359 0.16901  0.31
19 H 2.19083 1.57833 0.63158  0.33
20 O 0.15273 -1.51841 4.41944  -0.66
21 H -0.74814 -1.53377 4.08414  0.29
22 H 0.62940 -0.89539 3.84188  0.41

Which structure loses on stability? b does.

## a
C11H12N | ωB97M-V/def2-TZVPD

Computed properties:
**E_HOMO (alpha / beta)**: -11.73 / -11.73 eV
**Net charge**: +1

Last column: Mulliken charge in e.
Positions of all 24 atoms, in Å:
1 C -3.25806 -0.51487 0.93245  -0.44
2 C -3.29675 -0.02479 -0.41296  -0.51
3 C -2.08482 -0.72449 1.55106  -0.91
4 C -2.16455 0.24753 -1.08933  -1.05
5 C 0.28965 -0.90667 1.45198  -0.86
6 C 0.21446 0.44727 -1.22656  -1.08
7 C -0.82073 -0.51369 0.85587  1.35
8 C -0.85793 0.06412 -0.49992  1.33
9 C 2.01322 -0.63183 0.01239  0.08
10 C 3.07384 -1.38414 -0.02358  -0.82
11 C 1.93973 1.76304 -0.16145  -0.81
12 N 1.62609 0.46864 -0.82251  0.20
13 H -4.18809 -0.71515 1.44160  0.40
14 H -4.25759 0.13872 -0.87386  0.40
15 H -2.03161 -1.09821 2.56059  0.41
16 H -2.20495 0.63638 -2.09481  0.35
17 H 0.62859 -1.35515 2.35285  0.46
18 H 0.06354 0.87049 -2.20774  0.42
19 H 3.86212 -1.25219 -0.75833  0.27
20 H 3.22418 -2.17914 0.68485  0.27
21 H 1.33144 1.86133 0.73574  0.35
22 H 2.99232 1.79285 0.11687  0.36
23 H 1.71826 2.58667 -0.83864  0.38
24 H 2.18763 0.42326 -1.68657  0.44

## b
C11H12N | ωB97M-V/def2-TZVPD

Computed properties:
**E_HOMO**: -11.72 eV
**SMILES**: C1=CC(C[n+]2ccccc2)C=C1
**Net charge**: +1

Last column: Mulliken charge in e.
Positions of all 24 atoms, in Å:
1 C 3.67358 0.30238 0.57863  -0.16
2 C 3.15355 1.03258 -0.50734  -0.65
3 C 2.79638 -0.76066 1.01972  -0.70
4 C 1.91395 0.79080 -1.02018  0.11
5 C 1.58766 -0.88931 0.46261  0.01
6 C -3.22167 1.11642 0.34828  -0.78
7 C -1.88688 0.94982 0.35594  -0.51
8 C -3.77685 -0.20862 0.29917  -0.13
9 C -1.45484 -0.44121 0.03962  0.98
10 C -2.85529 -1.16750 0.10299  -1.23
11 C -0.23992 -0.43459 -1.03733  -0.87
12 N 1.06778 -0.02299 -0.42563  0.28
13 H 4.61239 0.48931 1.12608  0.41
14 H 3.73058 1.63053 -1.14113  0.41
15 H 3.10895 -1.55325 1.62854  0.44
16 H 1.53976 1.55337 -1.67962  0.35
17 H 0.74428 -1.59269 0.67966  0.41
18 H -3.80246 2.02143 0.47978  0.43
19 H -1.22178 1.74331 0.64724  0.41
20 H -4.85657 -0.32255 0.33447  0.41
21 H -0.88764 -0.88498 1.00519  0.07
22 H -3.06267 -2.15288 -0.04781  0.48
23 H -0.48423 0.21995 -1.82212  0.49
24 H -0.17807 -1.41866 -1.42678  0.35

Which structure loses on stability? a does.

## a
H68O34 | ωB97M-V/def2-TZVPD

Computed properties:
**E_HOMO**: -9.93 eV

Last column: Mulliken charge in e.
Positions of all 102 atoms, in Å:
1 O -3.67721 -4.40254 -0.03625  -0.67
2 H -3.33892 -4.99990 0.63080  0.29
3 H -3.32027 -3.54751 0.20406  0.27
4 O -0.71936 -2.63746 -2.90578  -0.65
5 H -1.14830 -2.54388 -3.75637  0.28
6 H -1.41861 -2.49622 -2.26756  0.14
7 O 4.04456 2.64220 -3.10604  -0.64
8 H 3.48314 2.79256 -2.34549  0.32
9 H 3.75882 1.79663 -3.45185  0.37
10 O 1.51264 -2.20208 -1.34962  -0.36
11 H 0.69351 -2.23674 -1.84365  0.28
12 H 2.18759 -2.43412 -1.98745  0.13
13 O 1.73575 -4.19430 -3.28445  -0.57
14 H 1.56671 -4.18240 -4.22653  0.30
15 H 0.90349 -3.93658 -2.88802  0.23
16 O -2.88284 -1.42070 3.25343  -0.73
17 H -3.12148 -2.30086 3.54430  0.24
18 H -3.50360 -0.84417 3.69897  0.31
19 O -1.74564 1.00990 -2.42892  -0.75
20 H -1.71922 0.05845 -2.32756  0.21
21 H -2.64410 1.25048 -2.20280  0.28
22 O -0.48332 -4.88655 1.38112  -0.70
23 H -0.85060 -5.45579 2.05737  0.31
24 H -1.11831 -4.17548 1.29509  0.22
25 O 1.11181 1.42254 2.67542  0.34
26 H 0.54274 2.13766 2.39081  0.21
27 H 1.71725 1.29260 1.94549  -0.22
28 O 3.89118 -4.22269 2.03303  -0.68
29 H 4.22630 -4.01590 1.16059  0.29
30 H 2.96951 -3.96604 2.00313  0.44
31 O 2.39307 3.78776 -0.88849  -0.62
32 H 2.82831 4.35556 -0.25256  0.31
33 H 2.17447 2.99753 -0.39453  0.20
34 O 2.23218 1.09897 -0.02467  -0.02
35 H 3.11902 0.99723 0.32089  0.32
36 H 2.18165 0.47041 -0.74480  -0.16
37 O -2.74238 2.59168 0.86181  -0.71
38 H -1.81026 2.54697 0.64876  0.26
39 H -3.14525 2.99486 0.09280  0.26
40 O 1.81668 -1.89740 3.45130  -0.61
41 H 1.50800 -2.17024 2.58730  0.30
42 H 1.55593 -2.60963 4.03524  0.25
43 O 0.30467 4.10944 2.03139  -0.52
44 H 0.23308 4.82337 2.66496  0.22
45 H 0.06107 4.50568 1.19480  0.30
46 O 1.50088 -3.18947 1.17227  -0.48
47 H 0.94369 -3.96718 1.20316  0.51
48 H 1.42765 -2.87746 0.27031  0.19
49 O 0.46083 1.85481 -3.68107  -0.67
50 H 0.69813 2.74456 -3.41978  0.37
51 H -0.34185 1.66776 -3.19430  0.48
52 O 4.87022 0.70056 0.42683  -0.49
53 H 5.11185 -0.06557 0.94730  0.20
54 H 5.69833 1.01537 0.06440  0.23
55 O 3.88884 2.74505 3.23243  -0.69
56 H 3.91447 1.83602 2.93370  0.29
57 H 3.40561 2.71281 4.05807  0.33
58 O 4.05535 -0.39531 3.64511  -0.62
59 H 3.19125 -0.80595 3.67569  0.42
60 H 4.51770 -0.86070 2.94806  0.24
61 O -4.38875 1.84273 -1.90924  -0.57
62 H -4.51179 2.25119 -2.76612  0.26
63 H -5.11567 1.22487 -1.83131  0.25
64 O -3.63131 -0.19674 0.73830  -0.44
65 H -3.30240 -0.64614 1.51682  0.11
66 H -3.24902 0.67943 0.78749  0.20
67 O -0.73653 -0.13348 4.67402  -0.71
68 H -0.07962 0.20892 4.06783  0.34
69 H -1.42368 -0.48658 4.10889  0.36
70 O -0.46471 5.49266 -0.31845  -0.66
71 H -0.43138 6.43569 -0.15779  0.30
72 H 0.24186 5.33059 -0.94353  0.36
73 O -2.75061 0.85766 -5.52363  -0.58
74 H -2.60335 1.64914 -5.00584  0.27
75 H -3.61933 0.97963 -5.90663  0.29
76 O 2.46063 0.06984 -3.31436  -0.36
77 H 2.66044 -0.08521 -4.23755  0.23
78 H 1.74173 0.70169 -3.32725  0.19
79 O 1.51414 4.63981 -3.12232  -0.70
80 H 1.84509 4.25443 -2.31103  0.27
81 H 1.88274 5.52308 -3.13626  0.32
82 O -0.60693 -0.06410 0.11149  0.60
83 H 0.26102 -0.33825 0.40771  -0.09
84 H -0.44159 0.42905 -0.69206  -0.06
85 O 4.17309 -2.12835 -2.52720  -0.65
86 H 3.82353 -2.82204 -3.08651  0.29
87 H 3.63193 -1.36424 -2.72597  0.35
88 O -5.45655 -2.31143 1.79097  -0.58
89 H -5.16209 -2.16103 2.68924  0.27
90 H -4.78054 -1.90841 1.24615  0.30
91 O -6.22426 0.27842 -0.03115  -0.65
92 H -6.84941 -0.43873 -0.13664  0.32
93 H -5.44561 -0.13488 0.34183  0.41
94 O -1.71287 -2.51843 0.87400  0.31
95 H -1.74596 -2.25072 1.79241  0.27
96 H -1.60642 -1.70001 0.38914  -0.32
97 O 1.54949 2.73620 5.01682  -0.65
98 H 1.34506 2.00270 4.43680  0.35
99 H 0.78462 3.30874 4.95841  0.26
100 O -3.10268 -1.29574 -1.74193  -0.51
101 H -3.42829 -0.99328 -0.89415  0.22
102 H -3.75065 -1.93741 -2.03283  0.29

## b
H68O34 | ωB97M-V/def2-TZVPD

Computed properties:
**E_HOMO**: -8.90 eV

Last column: Mulliken charge in e.
Positions of all 102 atoms, in Å:
1 O -0.85280 -2.32487 -1.58897  -0.28
2 H -1.37163 -2.90018 -2.15118  0.27
3 H -1.34755 -1.50590 -1.56185  0.07
4 O 5.69797 0.49706 -1.80829  -0.62
5 H 5.30570 1.34582 -1.60349  0.31
6 H 6.34163 0.35634 -1.11393  0.31
7 O -3.04912 -1.70337 4.62462  -0.67
8 H -2.46670 -2.39562 4.93738  0.31
9 H -2.50761 -1.18478 4.02958  0.34
10 O -2.86581 2.41527 -2.77228  -0.61
11 H -1.93639 2.33577 -2.98695  0.40
12 H -3.05824 3.34669 -2.88025  0.27
13 O -1.68719 -2.86928 1.19633  -0.71
14 H -0.93941 -3.10831 0.64868  0.29
15 H -2.42475 -2.82202 0.58805  0.35
16 O 2.20604 0.05607 -3.67772  -0.64
17 H 2.98588 -0.48551 -3.55616  0.19
18 H 2.51497 0.81348 -4.17483  0.30
19 O -5.62357 -1.35822 2.03724  -0.74
20 H -4.85821 -1.76334 1.62939  0.28
21 H -6.11482 -2.09172 2.40720  0.32
22 O -4.11002 -2.85168 -0.15911  -0.79
23 H -4.83151 -3.46303 -0.01096  0.28
24 H -4.46683 -2.20149 -0.76423  0.36
25 O -3.02344 -3.86071 -2.62381  -0.62
26 H -3.49646 -4.67879 -2.77620  0.25
27 H -3.57482 -3.37542 -2.01004  0.33
28 O 1.60641 -2.63019 0.50377  -0.39
29 H 2.47219 -2.25105 0.35238  0.10
30 H 0.99683 -1.91218 0.33322  0.15
31 O 2.19127 -4.13328 2.90304  -0.68
32 H 2.07623 -3.62821 2.09812  0.33
33 H 2.36552 -3.47553 3.57626  0.38
34 O 2.27601 -1.68614 4.31493  -0.68
35 H 1.65487 -0.97310 4.46328  0.33
36 H 2.94417 -1.30740 3.74365  0.32
37 O 2.37414 -0.03841 -0.97521  0.05
38 H 3.20658 0.43071 -0.91873  -0.12
39 H 2.12714 0.02130 -1.89807  0.23
40 O -5.00726 2.85834 -0.22465  -0.67
41 H -5.27128 3.50826 0.42659  0.30
42 H -4.24829 3.24805 -0.65862  0.28
43 O 4.60234 -1.72757 -3.01990  -0.67
44 H 5.11551 -0.98906 -2.69202  0.41
45 H 4.51368 -2.31147 -2.26662  0.29
46 O -0.03905 0.30981 0.36282  0.39
47 H 0.79741 0.21027 -0.09177  0.04
48 H -0.69669 0.06565 -0.28844  0.20
49 O -0.00199 1.73935 -3.16273  -0.56
50 H 0.26922 2.62971 -2.93925  0.30
51 H 0.79970 1.31328 -3.46603  0.16
52 O -4.03220 0.84274 1.54547  -0.46
53 H -4.53954 1.40727 0.96224  0.29
54 H -4.61976 0.11391 1.74499  0.40
55 O -1.25931 -0.73816 2.88456  -0.38
56 H -1.30377 -1.54412 2.37010  0.43
57 H -1.02460 -0.06104 2.25002  0.00
58 O 2.20710 3.73144 -2.18993  -0.59
59 H 2.38123 4.57375 -2.60997  0.30
60 H 1.85056 3.96043 -1.33163  0.39
61 O 3.68678 1.09822 3.79263  -0.60
62 H 3.91427 1.03630 2.86491  0.41
63 H 3.09977 1.85240 3.84598  0.32
64 O 2.49084 3.61274 3.49276  -0.64
65 H 1.76838 3.44548 2.88752  0.33
66 H 2.72363 4.52877 3.34128  0.26
67 O 4.84042 -1.52785 1.20520  -0.62
68 H 4.41814 -1.99828 0.48645  0.31
69 H 4.62932 -0.60779 1.04663  0.40
70 O 0.21958 0.31044 4.75872  -0.68
71 H -0.40014 0.08464 5.45241  0.27
72 H -0.14642 -0.09018 3.97019  0.48
73 O 0.40234 -2.77314 -4.35929  -0.68
74 H -0.15613 -2.43602 -3.65879  0.33
75 H 0.58279 -2.01129 -4.91000  0.27
76 O 1.89382 -4.10734 -2.38043  -0.67
77 H 1.46079 -3.68150 -1.64057  0.30
78 H 1.51234 -3.69144 -3.15357  0.45
79 O -2.26906 0.05488 -1.05726  -0.16
80 H -2.90905 0.04530 -0.34552  -0.04
81 H -2.72366 0.48248 -1.78302  0.02
82 O 4.62649 2.82898 -1.23580  -0.70
83 H 4.35949 3.01519 -2.13595  0.24
84 H 4.64456 3.68546 -0.80878  0.28
85 O -4.87493 -1.24856 -2.40412  -0.49
86 H -5.79410 -1.43092 -2.59938  0.20
87 H -4.52844 -0.87007 -3.21215  0.34
88 O -0.55299 2.79612 1.74156  -0.61
89 H -1.29062 2.68855 2.34200  0.30
90 H -0.53708 1.98519 1.23325  0.29
91 O -2.43446 2.42803 3.56834  -0.58
92 H -2.22067 2.45689 4.50092  0.24
93 H -3.34622 2.13802 3.54000  0.24
94 O 4.38098 1.26833 1.08567  -0.48
95 H 5.29879 1.33859 1.34819  0.31
96 H 4.24860 1.99643 0.47856  0.03
97 O -3.86798 0.30643 -4.39845  -0.70
98 H -4.71288 0.64161 -4.69852  0.30
99 H -3.39787 1.08143 -4.09088  0.34
100 O 1.47264 4.45176 0.32309  -0.68
101 H 0.80713 3.84763 0.65226  0.33
102 H 1.45117 5.18845 0.93387  0.30

Which structure loses on stability? a does.